<1>
# C9H15NO2

C9H15NO2 in the gas phase (ωB97M-V with the def2-TZVPD basis set, OMol25).

XYZ file:
```
27
Properties=species:S:1:pos:R:3:lowdin_charge:R:1
O -1.60170 -2.95110 0.10036 -0.0051
O -2.20110 0.95665 -2.11465 0.1033
N -1.65173 -1.18907 -1.44375 0.1401
C 1.77200 -0.61745 1.08063 -0.1933
C 0.63103 1.04785 -0.39302 -0.3648
C 0.45044 -1.08185 1.68306 -0.1523
C -0.72296 0.57020 0.11065 -0.0820
C 0.55110 2.50331 -0.84465 -0.0598
C -0.91869 -1.82592 -0.37210 -0.3997
C -0.74577 -0.79544 0.77679 -0.2279
C 1.68066 0.85631 0.70416 -0.1720
C -1.66594 0.05968 -1.32465 -0.3193
H -1.27165 1.34377 0.63667 0.1375
H 1.49472 2.81956 -1.27989 0.0779
H 1.39799 1.44177 1.58204 0.1238
H 0.06067 -2.13533 -0.78076 0.1486
H 0.29817 -0.55288 2.62720 0.1177
H -1.66107 -0.88675 1.37172 0.1507
H 0.47950 -2.15037 1.90024 0.1180
H 2.64810 1.21974 0.35182 0.1163
H 2.57280 -0.77412 1.80590 0.1100
H -2.63403 0.52604 -2.86795 0.1290
H 0.92760 0.43009 -1.24994 0.1495
H 0.32744 3.15015 0.00043 0.0829
H -0.23171 2.62612 -1.58883 0.0691
H 2.01002 -1.20463 0.19093 0.1095
H -1.99589 -3.38632 -0.66241 0.0921
```

Results
- Frontier orbital gap: 10.37 eV
- Lowest unoccupied orbital energy: 0.02885 Ha

---

<2>
# C9H15NO2

2 unconnected molecules or ions with the total composition C9H15NO2 (ωB97M-V with the def2-TZVPD basis set, OMol25).

XYZ file:
```
27
Properties=species:S:1:pos:R:3:lowdin_charge:R:1
O 0.67509 -0.39368 -2.17117 0.2033
O -0.55837 0.66744 -0.68145 0.0111
N -5.25492 2.05816 -0.53106 0.1215
C -4.54909 1.97613 -1.41790 -0.2937
C 1.46565 -0.03287 0.11053 -0.2188
C -0.20712 -1.74768 1.03098 -0.0254
C -3.63733 1.87090 -2.55333 -0.0669
C 3.30999 -0.95367 1.48906 -0.0886
C 0.55242 0.00568 -1.10370 -0.5039
C 2.71609 -0.89459 0.07803 -0.1875
C -0.58936 0.72007 0.74570 -0.1280
C 0.40623 -0.36158 1.15139 -0.3121
H 0.54192 -2.52696 0.98736 0.0801
H -4.20320 1.74432 -3.47383 0.0801
H 2.69507 -1.57310 2.12446 0.0665
H 2.46407 -1.89256 -0.25761 0.1122
H 1.77838 0.99478 0.29890 0.1594
H -0.83234 -1.97112 1.88289 0.0840
H -0.83073 -1.76670 0.14578 0.0917
H 3.24982 0.04149 1.91372 0.0758
H -2.97758 1.01612 -2.41733 0.0740
H 0.70417 -0.21663 2.18140 0.1402
H 3.44543 -0.45307 -0.58291 0.1136
H -1.59078 0.66427 1.14602 0.1338
H -0.16387 1.67404 1.05040 0.1257
H 4.32626 -1.30695 1.48270 0.0696
H -3.03492 2.77338 -2.62748 0.0824
```

Results
- Frontier orbital gap: 11.06 eV
- Lowest unoccupied orbital energy: 0.02638 Ha

---

Energy above the most stable structure, in kJ/mol: <1> 0.0; <2> 24.8

---

<1>
# H11O5S

6 unconnected molecules or ions with the total composition H11O5S (ωB97M-V with the def2-TZVPD basis set, OMol25).

XYZ file:
```
17
Properties=species:S:1:pos:R:3:lowdin_charge:R:1
S -1.00926 -0.88644 1.81576 0.0927
O 2.38483 -2.68473 1.42362 -0.0905
O 3.01849 1.70143 -0.67805 -0.1162
O -3.40142 -0.28002 -0.45278 -0.1288
O -0.78815 1.11773 -2.79751 -0.0610
O 0.76277 0.53488 -0.09130 -0.1701
H 1.91159 -2.07704 2.00762 0.0010
H 3.35425 1.49735 0.19032 0.0070
H -1.41293 0.06639 2.72573 -0.3228
H -1.61834 0.76669 -2.44638 0.0278
H 1.76851 -2.74761 0.69039 0.0213
H 0.12484 1.14084 -0.46548 -0.0024
H 2.09907 1.31726 -0.69116 -0.0154
H -0.39920 1.38954 -1.95226 -0.0005
H -4.26754 -0.21323 -0.04165 0.0130
H 0.21940 -0.00227 0.58706 -0.1542
H -2.74691 -0.64079 0.17607 -0.1007
```

Results
- Frontier orbital gap: 8.05 eV
- Net charge: -1
- Lowest unoccupied orbital energy: 0.12995 Ha

---

<2>
# H11O5S

6 unconnected molecules or ions with the total composition H11O5S (ωB97M-V with the def2-TZVPD basis set, OMol25).

XYZ file:
```
17
Properties=species:S:1:pos:R:3:lowdin_charge:R:1
S -1.47066 0.88748 -0.55408 0.0587
O 2.85469 -2.41493 -1.04473 -0.0807
O -2.49421 4.13397 -0.37520 -0.1365
O 0.03589 -2.05387 -1.04717 -0.1461
O -1.40221 -0.97138 2.07438 -0.1243
O 2.02506 0.16281 0.58053 -0.0936
H -1.17912 1.63211 0.52013 -0.3440
H -1.76977 3.82725 -0.94965 0.0002
H -0.56299 -0.57004 2.26433 -0.0006
H -2.75117 3.26890 -0.02747 -0.0369
H -0.10866 -1.53961 -0.19975 0.0042
H 2.53859 -0.10794 -0.19070 0.0163
H -0.55255 -1.38786 -1.48618 -0.0090
H 1.90199 -2.48842 -0.86985 -0.0059
H 3.40738 -2.55191 -0.27631 0.0234
H -1.75489 -0.53463 1.28242 -0.1016
H 1.28264 0.70806 0.29932 -0.0235
```

Results
- Frontier orbital gap: 7.97 eV
- Net charge: -1
- Lowest unoccupied orbital energy: 0.13001 Ha

---

Energy above the most stable structure, in kJ/mol: <1> 31.6; <2> 0.0

---

<1>
# H11O5S

6 unconnected molecules or ions with the total composition H11O5S (ωB97M-V with the def2-TZVPD basis set, OMol25).

XYZ file:
```
17
Properties=species:S:1:pos:R:3:lowdin_charge:R:1
S 1.37123 -0.12435 -1.69159 -0.0678
O 3.08854 0.47721 1.69122 -0.0941
O -2.24305 0.41493 0.99393 -0.0981
O -0.20576 -1.35158 0.69630 -0.1404
O -1.89486 1.30203 3.45327 -0.0946
O -1.39934 -0.50462 -3.79747 -0.1020
H -1.39123 0.60232 3.00109 0.0227
H -1.43739 -0.15953 0.94759 0.0010
H -1.38823 -1.47076 -3.89832 0.0315
H -0.19372 -1.14629 -0.26664 -0.0646
H 3.19974 0.22073 0.76525 -0.0104
H -2.74792 0.06672 0.25948 0.0332
H 4.00196 0.65699 1.99916 0.0381
H 0.68998 -1.33240 1.02437 0.0186
H -2.52970 1.63093 2.81503 0.0076
H 1.80242 0.33757 -0.51964 -0.4536
H -0.49513 -0.23369 -3.93329 -0.0270
```

Results
- Frontier orbital gap: 6.93 eV
- Net charge: -1
- Lowest unoccupied orbital energy: 0.12349 Ha

---

<2>
# H11O5S

6 unconnected molecules or ions with the total composition H11O5S (ωB97M-V with the def2-TZVPD basis set, OMol25).

XYZ file:
```
17
Properties=species:S:1:pos:R:3:lowdin_charge:R:1
S 1.74469 0.25473 -1.47220 -0.1515
O 0.46827 1.36890 1.96479 -0.0758
O 1.45670 -1.27100 1.81136 -0.1330
O -1.75833 -0.17168 -1.94413 -0.1051
O -2.14737 1.40606 0.38730 -0.0694
O -1.03510 -1.81383 0.50122 -0.0930
H -0.16174 -1.55010 0.15121 0.0055
H 2.14182 -1.11350 1.13901 -0.0039
H 0.48424 0.62835 -1.22766 -0.4766
H -2.58997 0.73301 0.90045 0.0322
H 0.83102 2.11358 1.48410 0.0478
H -1.55040 -0.77212 -1.21253 -0.0045
H -1.85889 1.09718 -0.48522 0.0033
H -0.92370 -0.16580 -2.43792 0.0026
H -0.39853 1.17034 1.57545 0.0118
H -0.82865 -1.68161 1.43853 0.0301
H 1.10252 -0.35649 1.72984 -0.0203
```

Results
- Frontier orbital gap: 7.05 eV
- Net charge: -1
- Lowest unoccupied orbital energy: 0.12879 Ha

---

Energy above the most stable structure, in kJ/mol: <1> 58.9; <2> 0.0

---

<1>
# C2H3ClN2

2 unconnected molecules or ions with the total composition C2H3ClN2 (ωB97M-V with the def2-TZVPD basis set, OMol25).

XYZ file:
```
8
Properties=species:S:1:pos:R:3:lowdin_charge:R:1
Cl 1.45280 -0.07767 -2.03581 0.7031
N -1.98479 0.52919 -1.16569 0.1688
N 0.43095 0.67922 -1.06748 -0.4793
C 0.27613 -0.42376 1.23097 0.1269
C -0.82518 0.48395 -1.18024 -0.5425
H 0.18569 0.57911 1.54050 -0.0054
H 1.16702 -0.91977 1.57963 0.0163
H -0.70261 -0.85028 1.09812 0.0122
```

Results
- Frontier orbital gap (alpha / beta): 9.51 / 6.90 eV
- Lowest unoccupied orbital energy (alpha / beta): -0.02151 / -0.08773 Ha

---

<2>
# C2H3ClN2

C2H3ClN2 in the gas phase (ωB97M-V with the def2-TZVPD basis set, OMol25).

XYZ file:
```
8
Properties=species:S:1:pos:R:3:lowdin_charge:R:1
Cl -0.61301 -2.96366 0.86109 0.6470
N 0.79829 -0.95222 3.29108 0.2179
N 0.35920 -1.11502 2.28324 -0.2042
C -0.02927 -0.18933 0.17704 -0.0666
C -0.01861 -1.36339 1.14594 -0.7937
H 0.93696 -0.09800 -0.18099 0.0394
H -0.74417 -0.39417 -0.64461 0.0863
H -0.14414 0.76192 0.67187 0.0739
```

Results
- Frontier orbital gap: 8.77 eV
- Lowest unoccupied orbital energy: 0.01991 Ha

---

Energy above the most stable structure, in kJ/mol: <1> 283.5; <2> 0.0